Record 1
{
  "formula": "C24H58N2",
  "method": "ωB97M-V/def2-TZVPD",
  "smiles": "CCN(CC)CC.CCN(CC)CC.CCCCCC.CCCCCC",
  "e_above_lowest_kj_mol": 372.5,
  "gap_ev": 8.36,
  "homo_ha": -0.2771,
  "elements": ["C", "C", "N", "C", "C", "C", "C", "H", "H", "H", "H", "H", "H", "H", "H", "H", "H", "H", "H", "H", "H", "H", "C", "C", "N", "C", "C", "C", "C", "H", "H", "H", "H", "H", "H", "H", "H", "H", "H", "H", "H", "H", "H", "H", "C", "C", "C", "C", "C", "C", "H", "H", "H", "H", "H", "H", "H", "H", "H", "H", "H", "H", "H", "H", "C", "C", "C", "C", "C", "C", "H", "H", "H", "H", "H", "H", "H", "H", "H", "H", "H", "H", "H", "H"],
  "positions_angstrom": [[-0.02, -1.72, 0.73], [1.24, -1.83, -0.11], [2.51, -1.77, 0.62], [3.58, -2.65, 0.08], [3.92, -2.39, -1.38], [2.96, -0.43, 0.87], [3.97, -0.36, 2.01], [-0.78, -1.98, -0.04], [-0.14, -0.83, 1.00], [-0.15, -2.35, 1.49], [1.31, -1.05, -0.76], [1.40, -2.68, -0.87], [3.43, -3.66, 0.00], [4.57, -2.62, 0.47], [4.33, -1.50, -1.45], [3.08, -2.41, -2.08], [4.45, -3.25, -1.85], [2.02, 0.34, 1.19], [3.23, 0.07, -0.08], [4.13, 0.67, 2.18], [4.98, -0.87, 1.82], [3.58, -0.84, 3.06], [0.48, 1.45, 4.24], [-0.63, 2.21, 4.84], [-1.97, 1.63, 4.51], [-3.09, 1.66, 5.47], [-3.25, 2.97, 6.26], [-2.34, 1.80, 3.13], [-3.17, 0.47, 2.67], [0.54, 1.43, 3.14], [0.68, 0.47, 4.52], [1.41, 1.87, 4.64], [-0.94, 3.05, 4.27], [-0.64, 2.45, 5.92], [-3.14, 0.82, 6.27], [-3.93, 1.30, 4.96], [-4.19, 2.78, 6.61], [-3.18, 3.83, 5.51], [-2.49, 3.08, 7.06], [-1.55, 1.97, 2.44], [-2.93, 2.77, 3.05], [-2.56, -0.33, 2.79], [-3.72, 0.49, 1.74], [-4.13, 0.33, 3.19], [-2.21, -3.16, -2.30], [-0.89, -3.47, -3.21], [-0.40, -2.40, -4.04], [0.80, -2.77, -5.00], [0.77, -1.99, -6.28], [1.73, -2.53, -7.31], [-2.24, -3.95, -1.58], [-2.96, -3.18, -2.85], [-1.97, -2.26, -1.64], [-1.14, -4.49, -3.90], [-0.06, -3.80, -2.63], [-0.26, -1.57, -3.41], [-1.38, -2.29, -4.57], [0.57, -3.78, -5.28], [1.45, -2.77, -4.33], [0.87, -0.96, -6.10], [-0.13, -2.32, -6.75], [1.99, -1.81, -8.01], [1.46, -3.47, -7.69], [2.77, -2.76, -7.01], [1.84, 3.72, 0.62], [0.49, 3.32, 0.57], [-0.02, 3.54, -0.88], [-1.34, 2.82, -1.23], [-1.54, 1.26, -0.92], [-2.91, 0.82, -1.32], [1.61, 4.96, 0.27], [2.72, 3.35, -0.15], [2.28, 3.80, 1.68], [-0.23, 3.70, 1.21], [0.58, 2.14, 0.71], [0.63, 3.19, -1.36], [-0.05, 4.70, -0.87], [-1.72, 2.68, -2.17], [-2.17, 3.34, -0.70], [-1.53, 1.36, 0.14], [-0.82, 0.55, -1.40], [-3.71, 1.48, -1.08], [-2.94, -0.21, -0.82], [-2.82, 0.84, -2.49]]
}



Record 2
{
  "formula": "C24H58P2PtSi4",
  "method": "ωB97M-V/def2-TZVPD",
  "charge": 2,
  "e_above_lowest_kj_mol": 561.0,
  "gap_ev": [3.75, 4.64],
  "multiplicity": 5,
  "homo_ha": [-0.3827, -0.4520],
  "s_squared": 6.03,
  "elements": ["P", "P", "C", "C", "H", "H", "H", "H", "C", "H", "H", "H", "C", "H", "H", "H", "C", "H", "H", "H", "C", "H", "H", "H", "Pt", "C", "C", "C", "C", "C", "C", "C", "C", "C", "H", "H", "H", "H", "H", "H", "H", "H", "H", "H", "H", "H", "H", "H", "H", "C", "Si", "C", "C", "Si", "Si", "C", "C", "C", "Si", "C", "C", "C", "H", "H", "H", "H", "H", "H", "H", "H", "H", "H", "H", "H", "H", "H", "H", "H", "H", "H", "H", "H", "H", "H", "H", "H", "H", "H", "H"],
  "positions_angstrom": [[-0.38, -1.54, -4.93], [0.29, 1.98, -4.88], [-0.45, -0.40, -6.53], [0.37, 0.92, -6.51], [-1.52, -0.19, -6.79], [-0.02, -1.10, -7.32], [1.45, 0.71, -6.73], [-0.04, 1.65, -7.26], [-1.36, 2.51, -5.40], [-1.71, 3.24, -4.68], [-2.10, 1.72, -5.50], [-1.19, 2.97, -6.36], [1.29, 3.27, -5.58], [0.77, 3.57, -6.48], [2.29, 2.94, -5.81], [1.32, 4.07, -4.87], [-1.27, -2.85, -5.71], [-1.21, -3.70, -5.06], [-0.76, -3.06, -6.65], [-2.31, -2.63, -5.91], [1.30, -1.97, -5.44], [2.01, -1.14, -5.50], [1.14, -2.38, -6.44], [1.66, -2.72, -4.76], [0.71, 0.12, 0.36], [0.41, 2.20, -2.95], [-0.95, 1.76, -2.95], [-1.60, 0.55, -3.46], [-1.96, -0.78, -2.79], [-0.77, -1.71, -3.20], [0.51, -1.18, -2.72], [1.36, -0.10, -3.21], [1.60, 1.32, -2.58], [0.21, -1.75, 1.02], [0.44, 3.24, -2.53], [-1.64, 2.47, -2.51], [-1.02, 0.30, -4.37], [-2.56, 0.89, -3.87], [-2.23, -0.73, -1.71], [-2.89, -1.10, -3.32], [-0.85, -2.82, -2.96], [1.13, -1.96, -2.34], [1.11, 0.06, -4.29], [2.39, -0.50, -3.35], [1.97, 1.27, -1.52], [2.52, 1.70, -3.12], [1.15, -1.62, 1.67], [0.29, -2.47, 0.13], [-0.81, -1.66, 1.52], [3.08, 1.34, 1.42], [1.81, 2.61, 1.97], [2.08, 3.09, 3.76], [1.88, 4.19, 0.92], [-0.30, 1.58, 1.82], [-0.70, 0.49, 3.80], [-0.82, 1.72, 5.20], [-2.32, -0.44, 3.67], [0.72, -0.68, 4.22], [-2.17, 2.93, 1.38], [-2.81, 3.58, 3.02], [-1.69, 4.38, 0.28], [-3.48, 1.84, 0.59], [4.06, 1.84, 1.50], [2.92, 1.01, 0.38], [3.07, 0.46, 2.08], [3.05, 3.59, 3.80], [1.32, 3.79, 4.12], [2.11, 2.22, 4.43], [1.69, 4.00, -0.14], [1.19, 4.95, 1.29], [2.90, 4.57, 1.04], [-1.66, 2.41, 5.10], [-0.98, 1.12, 6.10], [0.10, 2.31, 5.35], [-2.30, -1.24, 2.92], [-2.49, -0.90, 4.65], [-3.17, 0.22, 3.45], [0.69, -1.60, 3.62], [1.71, -0.22, 4.12], [0.57, -0.96, 5.28], [-2.04, 4.11, 3.58], [-3.61, 4.29, 2.79], [-3.23, 2.79, 3.65], [-1.16, 4.09, -0.63], [-2.63, 4.88, -0.01], [-1.08, 5.11, 0.84], [-3.17, 1.48, -0.41], [-3.73, 0.97, 1.21], [-4.39, 2.45, 0.47]]
}



Record 3
{
  "formula": "C24H59BrN7O3P2",
  "method": "ωB97M-V/def2-TZVPD",
  "charge": 1,
  "gap_ev": 4.94,
  "homo_ha": -0.3431,
  "elements": ["C", "C", "C", "C", "C", "N", "C", "C", "C", "C", "Br", "C", "O", "C", "C", "H", "H", "H", "H", "H", "H", "H", "H", "H", "H", "H", "H", "H", "H", "H", "H", "H", "H", "H", "H", "H", "H", "H", "O", "P", "N", "C", "C", "N", "C", "C", "N", "C", "C", "H", "H", "H", "H", "H", "H", "H", "H", "H", "H", "H", "H", "H", "H", "H", "H", "H", "H", "O", "P", "N", "C", "C", "N", "C", "C", "N", "C", "C", "H", "H", "H", "H", "H", "H", "H", "H", "H", "H", "H", "H", "H", "H", "H", "H", "H", "H"],
  "positions_angstrom": [[2.07, 1.74, 4.09], [2.91, 1.96, 2.70], [2.20, 1.33, 1.36], [0.72, 2.05, 1.09], [-0.40, 1.00, 0.49], [-1.50, 0.65, 1.47], [-2.66, 1.41, 1.33], [-3.73, 0.93, 2.50], [-2.67, 0.31, 3.63], [-1.60, -0.37, 2.58], [-2.46, -2.02, 1.78], [-0.25, -1.01, 3.26], [-0.08, -2.46, 2.98], [1.13, -2.70, 2.17], [2.51, -2.67, 3.11], [2.56, 2.31, 5.01], [0.94, 2.02, 4.04], [2.14, 0.59, 4.36], [3.95, 1.40, 2.84], [3.07, 3.12, 2.49], [2.08, 0.16, 1.38], [2.92, 1.55, 0.44], [0.34, 2.66, 2.03], [0.93, 2.86, 0.25], [-0.93, 1.58, -0.41], [0.15, 0.08, 0.02], [-2.85, 2.24, 0.52], [-4.53, 0.16, 2.12], [-4.33, 1.80, 3.00], [-2.19, 1.24, 4.18], [-3.08, -0.47, 4.40], [0.74, -0.45, 3.00], [-0.39, -0.93, 4.43], [1.18, -1.87, 1.34], [1.05, -3.78, 1.68], [2.97, -1.58, 3.08], [3.33, -3.42, 2.70], [2.27, -2.97, 4.22], [-3.04, 5.08, -1.05], [-3.77, 6.21, -1.83], [-4.76, 6.58, -0.50], [-6.12, 6.15, -0.29], [-4.11, 7.03, 0.72], [-4.56, 5.11, -2.90], [-6.00, 5.00, -3.12], [-3.96, 3.79, -3.09], [-4.61, 7.50, -2.72], [-3.90, 7.75, -4.00], [-4.77, 8.81, -2.08], [-6.77, 6.42, -1.12], [-6.58, 6.64, 0.58], [-6.17, 5.06, -0.12], [-3.79, 8.07, 0.61], [-3.23, 6.43, 0.96], [-4.76, 6.99, 1.60], [-6.48, 4.41, -2.34], [-6.20, 4.50, -4.07], [-6.49, 5.97, -3.20], [-4.17, 3.12, -2.25], [-2.87, 3.87, -3.21], [-4.32, 3.31, -4.01], [-2.90, 8.16, -3.81], [-4.46, 8.45, -4.63], [-3.78, 6.84, -4.59], [-3.82, 9.19, -1.70], [-5.49, 8.78, -1.27], [-5.18, 9.55, -2.79], [4.52, -4.36, -1.29], [4.50, -5.84, -1.75], [3.12, -6.20, -0.82], [3.09, -6.83, 0.48], [1.90, -5.46, -1.11], [5.93, -6.25, -0.89], [6.09, -7.30, 0.10], [6.87, -5.17, -0.57], [4.47, -7.54, -2.28], [5.44, -7.72, -3.39], [3.21, -8.12, -2.75], [3.59, -7.80, 0.47], [2.07, -7.07, 0.81], [3.54, -6.19, 1.25], [1.44, -5.86, -2.02], [2.08, -4.40, -1.27], [1.15, -5.53, -0.32], [5.73, -6.99, 1.08], [7.14, -7.58, 0.21], [5.59, -8.23, -0.19], [6.52, -4.59, 0.30], [6.99, -4.49, -1.42], [7.87, -5.55, -0.34], [5.12, -7.16, -4.28], [5.54, -8.78, -3.65], [6.44, -7.38, -3.12], [2.74, -7.49, -3.52], [2.49, -8.27, -1.94], [3.36, -9.12, -3.18]]
}